# 1
Below is a structure of composition C33H46F5IrN9O3PSe, with properties calculated with ωB97M-V with the def2-TZVPD basis set.

* gap between HOMO and LUMO (alpha / beta): 5.13 / 4.08 eV
* multiplicity: 5
* highest occupied orbital energy (alpha / beta): -4.91 / -6.10 eV
* net charge: 0

Last column: Mulliken charge in e.
Atoms and positions in Å:
1 Ir -0.0982 0.6620 -0.4064  0.982
2 C 1.8924 -0.5087 3.7494  -1.541
3 C 1.0996 0.3843 2.8174  0.422
4 O 0.2648 -0.0642 2.0347  -0.289
5 N 1.3560 1.7050 2.9311  0.056
6 C 0.6895 2.7364 2.1389  -0.081
7 C 1.4513 3.1372 0.9084  0.280
8 C 1.9442 4.4213 0.7568  -0.280
9 C 2.6313 4.7723 -0.3955  -0.736
10 C 2.8035 3.7943 -1.3635  -0.669
11 C 2.2850 2.5332 -1.1461  -0.271
12 N 1.5994 2.1850 -0.0383  0.066
13 H 1.5686 -1.5385 3.6241  0.156
14 H 1.7341 -0.2074 4.7855  0.476
15 H 2.9614 -0.4360 3.5311  0.384
16 H 2.1235 1.9839 3.5175  0.268
17 H 0.5367 3.6070 2.7756  0.499
18 H -0.2835 2.3511 1.8181  -0.785
19 H 1.7878 5.1453 1.5491  0.431
20 H 3.0250 5.7712 -0.5334  0.398
21 H 3.3390 4.0031 -2.2822  0.425
22 H 2.4038 1.7532 -1.8870  0.238
23 O -0.9950 0.5360 -2.7173  -0.366
24 N -1.7012 -0.4631 -2.4790  0.154
25 O -1.4843 -0.9648 -1.3506  -0.335
26 F 1.4496 -8.7686 0.8561  -0.290
27 C 1.1273 -7.4969 0.9651  0.601
28 C 0.5413 -7.0292 2.1275  0.186
29 F 0.3081 -7.8716 3.1278  -0.284
30 C 0.2092 -5.6956 2.2334  0.278
31 F -0.3415 -5.3045 3.3699  -0.284
32 C 0.4439 -4.7787 1.1977  -0.508
33 Se 0.0100 -2.9572 1.3774  0.150
34 C 1.0281 -5.2997 0.0391  0.659
35 F 1.2668 -4.5234 -1.0057  -0.184
36 C 1.3722 -6.6293 -0.0825  -0.072
37 F 1.9318 -7.0849 -1.1992  -0.300
38 N -1.5776 1.7743 0.2034  -0.231
39 P -2.8847 2.5368 -0.0356  -1.024
40 N -2.7750 4.0285 -0.8111  0.230
41 C -2.1719 5.0980 0.0240  0.004
42 C -1.6470 6.2235 -0.8555  -1.169
43 C -0.4977 5.7464 -1.7573  -0.462
44 C -0.7174 4.2888 -2.1974  0.689
45 C -2.2036 3.9527 -2.1841  -1.418
46 N -4.0724 1.7870 -0.9359  0.837
47 C -5.0098 2.3995 -1.8705  -0.780
48 C -6.4564 2.0196 -1.5519  -0.590
49 C -6.6144 0.5023 -1.4515  -0.883
50 C -5.6115 -0.0706 -0.4495  -0.533
51 C -4.1941 0.3283 -0.8496  -0.796
52 N -3.5581 2.9710 1.4380  0.675
53 C -4.8903 3.5794 1.4462  -0.425
54 C -5.1903 4.1460 2.8267  -1.171
55 C -5.2632 3.0146 3.8699  -0.571
56 C -4.3784 1.8271 3.4531  -0.832
57 C -3.1516 2.3156 2.6921  -0.403
58 H -1.3516 4.7042 0.6404  -0.050
59 H -2.9331 5.4844 0.7031  0.168
60 H -1.3188 7.0459 -0.2176  0.484
61 H -2.4729 6.6024 -1.4646  0.326
62 H 0.4491 5.8282 -1.2195  -0.031
63 H -0.4258 6.4029 -2.6294  0.307
64 H -0.2207 3.5960 -1.5157  -0.733
65 H -0.3068 4.1059 -3.1932  0.667
66 H -2.3523 2.9470 -2.5739  0.669
67 H -2.7487 4.6430 -2.8368  0.352
68 H -4.7764 2.0542 -2.8887  0.466
69 H -4.8890 3.4793 -1.8448  0.336
70 H -7.1120 2.4255 -2.3278  0.409
71 H -6.7459 2.4790 -0.6031  0.225
72 H -6.4236 0.0562 -2.4351  0.304
73 H -7.6384 0.2427 -1.1711  0.446
74 H -5.6879 -1.1610 -0.4062  0.397
75 H -5.8269 0.3206 0.5521  0.040
76 H -3.9589 -0.1159 -1.8232  0.503
77 H -3.4544 -0.0483 -0.1459  0.382
78 H -5.6670 2.8479 1.1825  -0.183
79 H -4.9215 4.3647 0.6868  0.627
80 H -6.1255 4.7072 2.8012  0.447
81 H -4.3971 4.8517 3.0877  0.302
82 H -6.2973 2.6832 3.9922  0.326
83 H -4.9360 3.3940 4.8414  0.398
84 H -4.9374 1.1451 2.8055  0.086
85 H -4.0666 1.2539 4.3286  0.422
86 H -2.4824 1.4949 2.4509  0.333
87 H -2.5972 3.0214 3.3286  0.199
88 C 3.1257 -2.5554 -3.6700  -0.940
89 N 2.7367 -1.8254 -2.4735  0.196
90 C 3.3979 -1.8330 -1.2620  -0.731
91 C 2.6620 -1.0496 -0.4316  -0.606
92 N 1.5727 -0.5609 -1.1159  0.586
93 C 1.6454 -1.0456 -2.3379  -0.366
94 H 4.0755 -2.1876 -4.0529  0.336
95 H 2.3619 -2.4184 -4.4300  0.311
96 H 3.2146 -3.6167 -3.4477  0.341
97 H 4.2988 -2.4053 -1.1020  0.452
98 H 2.8349 -0.7987 0.6034  0.318
99 H 0.9335 -0.8531 -3.1285  0.497

=====

# 2
Below is a structure of composition C33H46N2O2SeZn in a non-equilibrium geometry, with properties calculated with ωB97M-V with the def2-TZVPD basis set.

* gap between HOMO and LUMO: 6.68 eV
* highest occupied orbital energy: -6.93 eV
* net charge: 0

Last column: Mulliken charge in e.
Atoms and positions in Å:
1 Zn -0.8943 0.7507 -2.3460  0.317
2 C -0.6892 2.2908 5.2635  -1.682
3 C -0.1830 1.2599 4.2727  2.320
4 C 1.3636 1.2513 4.2918  -1.699
5 C -0.5647 -0.1845 4.6378  -1.670
6 C -0.5995 1.6298 2.8462  0.252
7 C -1.3522 0.7347 2.0997  -0.921
8 C -1.5321 0.9478 0.7043  -1.052
9 Se -2.2896 -0.4512 -0.3880  0.005
10 C -0.8915 -1.7255 -0.2038  -1.208
11 C -0.9200 -2.6724 0.8279  -0.237
12 C 0.1796 -3.3851 1.1715  -0.229
13 C 1.2603 -3.3221 0.2421  -0.912
14 C 1.2722 -2.5868 -0.9074  -0.339
15 C 0.2055 -1.5999 -1.0995  1.572
16 O 0.3120 -0.6195 -1.9769  -1.051
17 C 2.2595 -2.8401 -2.0216  2.064
18 C 3.3611 -3.8950 -1.7220  -2.058
19 C 2.9960 -1.5121 -2.4751  -1.672
20 C 1.4423 -3.3143 -3.2806  -1.504
21 C 0.2381 -4.2267 2.4235  2.089
22 C 0.7353 -5.5579 1.9169  -1.687
23 C -1.1254 -4.3522 3.1187  -2.078
24 C 1.3098 -3.7024 3.4529  -1.190
25 C -0.9504 2.0608 0.1368  1.514
26 O -0.6342 2.1960 -1.1343  -1.005
27 C -0.7220 3.2249 1.0571  -0.273
28 C -0.3674 2.9327 2.3686  -0.018
29 C -0.5752 4.6749 0.5445  2.312
30 C -1.4699 4.8888 -0.6311  -1.978
31 C 0.9136 5.0328 0.1765  -1.792
32 C -0.9385 5.7923 1.5718  -1.980
33 H -0.3036 2.0671 6.3060  0.382
34 H -1.8344 2.2470 5.2866  0.290
35 H -0.4054 3.2654 4.9813  0.440
36 H 1.7836 1.1202 5.2779  0.501
37 H 1.6926 2.2282 3.9260  0.313
38 H 1.7287 0.4572 3.5959  0.309
39 H -0.0506 -0.5921 5.5620  0.432
40 H -0.3743 -0.9826 3.8950  -0.064
41 H -1.6427 -0.2653 4.8810  0.375
42 H -1.6629 -0.2270 2.4900  0.509
43 H -1.8480 -2.7698 1.3816  0.603
44 H 2.1326 -3.9355 0.3375  0.792
45 H 4.1397 -3.5165 -1.1213  0.443
46 H 3.7955 -4.2496 -2.7031  0.384
47 H 2.9191 -4.7530 -1.1327  0.483
48 H 3.4355 -1.0520 -1.5913  0.372
49 H 2.3345 -0.8368 -2.9455  0.258
50 H 3.8285 -1.7842 -3.1766  0.415
51 H 0.8593 -4.1963 -3.0108  0.332
52 H 2.1422 -3.4843 -4.0774  0.515
53 H 0.7884 -2.5206 -3.6340  0.178
54 H 0.0256 -6.0277 1.2943  0.412
55 H 1.1408 -6.2845 2.6588  0.389
56 H 1.6133 -5.4137 1.2991  0.488
57 H -1.8300 -4.7518 2.3977  0.397
58 H -1.4155 -3.3747 3.5746  0.206
59 H -0.9960 -5.0610 3.9078  0.534
60 H 2.1312 -3.2240 2.9072  0.243
61 H 1.7200 -4.4928 4.0803  0.393
62 H 0.8588 -2.8647 4.0525  0.142
63 H -0.0511 3.6764 3.1269  0.297
64 H -1.1097 4.2114 -1.3825  0.315
65 H -1.3948 5.8812 -1.1016  0.500
66 H -2.4884 4.6183 -0.3338  0.373
67 H 1.4693 4.2427 -0.3388  0.301
68 H 1.4761 5.2532 1.0679  0.415
69 H 1.0540 5.9031 -0.4760  0.430
70 H -1.8153 5.5342 2.2113  0.342
71 H -1.0750 6.7945 1.1426  0.403
72 H -0.1311 6.0492 2.2400  0.423
73 N -2.1834 1.9045 -8.3601  -0.502
74 C -1.9764 1.6410 -7.0041  1.029
75 C -1.6553 0.3524 -6.5345  -0.635
76 C -1.5033 0.0659 -5.1945  -0.190
77 N -1.5264 1.0756 -4.2639  -0.262
78 C -1.7855 2.3651 -4.6479  -0.101
79 C -2.0698 2.6765 -5.9733  -0.770
80 H -1.8286 1.1795 -8.9429  0.230
81 H -2.1109 2.8751 -8.6716  0.238
82 H -1.6263 -0.5475 -7.1838  0.255
83 H -1.4409 -0.9442 -4.8833  0.505
84 H -1.8622 3.0679 -3.8400  0.385
85 H -2.2215 3.6788 -6.2949  0.344

=====

Taking the records one at a time from the top gives E values of -5349.8977; -5725.8106 hartree.
Taking the records one at a time from the top gives energy relative to the best compared isomer or geometry (same formula, charge and spin) values of 0.342; 1.444 eV.